Below is an isolated ion of composition C8H8N3S and charge +1, with properties calculated with the ωB97M-V functional and the def2-TZVPD basis.

```
20
Properties=species:S:1:pos:R:3:lowdin_charge:R:1
C 0.400 -2.850 -0.725 -0.02
C 0.987 -2.179 -1.869 0.00
C -0.261 -2.145 0.290 -0.07
C 0.593 -0.858 -2.024 -0.04
C -0.359 -0.737 0.204 -0.04
C -0.118 2.141 -0.351 -0.05
C 0.838 2.009 1.930 -0.57
C -1.482 1.561 1.523 -0.02
N -0.076 1.189 -1.157 0.15
N 0.088 -0.200 -0.965 -0.11
N -0.159 1.975 1.133 -0.14
S 2.114 2.056 2.771 1.04
H 0.727 -3.796 -0.483 0.08
H 1.502 -2.651 -2.690 0.11
H -0.713 -2.736 1.164 0.13
H 1.040 -0.248 -2.861 0.15
H -0.159 3.094 -0.836 0.14
H -1.416 1.758 2.586 0.10
H -2.202 2.176 1.098 0.09
H -1.343 0.440 1.261 0.07
```

Computed properties:
* highest occupied orbital energy: -11.982 eV
* LUMO energy: -5.5 eV
* E_tot: -871.63503 hartree
* ΔE to the lowest compared entry with this formula, charge and spin: 520.9 kJ/mol
* charge: +1